This record from the OMol25 dataset describes a cluster of 4 separate species, C16H32O7S in total. The level of theory is ωB97M-V/def2-TZVPD.

Results
SMILES ... O=S1(=O)C[C@H](O)CCO1.C1CCOC1.C1CCOC1.C1CCOC1
Frontier orbital gap ... 10.13 eV
Relative energy (zero: lowest compared OMol25 entry of this formula, charge and spin) ... 0.0000 eV

Geometry as XYZ:
```
56
Properties=species:S:1:pos:R:3:mulliken_charge:R:1
H -0.0158 -0.6447 4.5721 0.32
H -5.9372 1.0235 1.4851 0.27
C 3.4270 0.5324 -3.5658 -0.51
H -3.5439 0.1076 -0.1795 -0.10
H -0.0519 -3.3634 -3.0888 0.40
C 3.1178 2.8755 -3.5933 -0.59
H 0.9306 -0.1134 -1.2092 -0.21
H 1.3816 -3.1162 -1.1141 0.32
C 1.9093 0.0750 3.0650 -1.13
H 2.5732 0.5305 2.3365 0.43
O 2.3974 0.8445 -2.6223 -0.24
H 4.3666 0.3845 -3.0239 0.27
C 0.7220 -1.0910 -0.7755 0.93
H -0.9402 -2.6937 3.2849 0.36
S 2.3970 -1.6611 3.1391 1.27
C -4.0700 0.6075 2.4821 -0.24
H -5.3825 -0.6382 1.2564 0.34
H 3.1709 -0.3988 -4.0731 0.28
O -3.2558 1.7286 2.1226 -0.38
H 2.1121 -1.9439 -2.2154 0.29
H -4.0498 2.9831 0.6899 0.28
H -2.0644 -1.7812 -2.1013 0.21
O 1.0870 -2.5631 3.3016 -0.40
C 1.1973 -2.2055 -1.6882 -0.64
C -1.1689 -2.1837 -1.6251 -0.57
H -3.4171 -0.2656 2.5946 0.10
H -1.4349 -3.1216 -1.1240 0.36
H -2.5064 2.2202 0.2638 0.26
C -0.3837 -0.6383 3.5444 -0.80
C 0.4499 0.3378 2.7441 0.78
O -0.7054 -1.2499 -0.6470 -0.18
H -4.8489 1.1750 -0.7099 0.38
C -0.0151 -2.3911 -2.5992 -0.68
H -4.5530 0.8060 3.4390 0.34
C 2.0427 2.2262 -2.7327 -0.47
O 0.1675 1.6960 2.9892 -0.69
C -5.0549 0.3962 1.3429 -0.63
H 4.5023 1.8334 -4.9559 0.35
H 1.0572 2.3002 -3.2055 0.29
H 1.9784 2.6554 -1.7321 0.28
C -0.1854 -2.0000 2.9292 -0.16
C 3.5144 1.7221 -4.5123 -0.58
H -1.4339 -0.3559 3.5595 0.24
H -0.0271 -1.6177 -3.3705 0.23
C -3.4715 2.0553 0.7433 -0.38
C -4.2399 0.8846 0.1445 -0.16
O 3.0634 -1.9794 1.9201 -0.59
H -0.7733 1.8358 2.7924 0.37
H 2.7563 3.7552 -4.1231 0.33
H 1.1658 -1.1447 0.2164 -0.50
H 2.7873 1.6178 -5.3204 0.28
H -0.2884 -1.9471 1.8433 0.11
H 3.9674 3.1739 -2.9761 0.28
O 3.1305 -1.8353 4.3454 -0.66
H 2.1547 0.4696 4.0471 0.48
H 0.2919 0.0912 1.6894 0.01
```

***

This record from the OMol25 dataset describes a structure of composition C16H32OPTi in a non-equilibrium geometry. The level of theory is ωB97M-V/def2-TZVPD.

Results
Spin multiplicity ... 2
Frontier orbital gap (spin up / spin down) ... 8.60 / 8.73 eV
Expectation value of S² ... 0.75
Total charge ... +2

Geometry as XYZ:
```
51
Properties=species:S:1:pos:R:3:mulliken_charge:R:1
H -1.2938 -2.8937 1.2047 0.19
C -0.0158 1.2845 4.1994 -1.18
C 1.5164 2.5410 -0.0578 -1.19
H 2.0797 2.5062 -1.0043 0.31
C -1.7472 -2.6394 0.2341 -1.31
H -1.7471 -2.0990 3.6605 0.33
H -3.2923 -0.4949 -0.9813 0.39
H 0.3408 3.8363 -2.2638 0.33
H 0.3593 4.9126 -0.8500 0.39
H -3.1019 -1.0379 -2.6514 0.38
C 2.5018 -0.7730 -2.0415 -1.46
C -0.0640 -0.3006 -2.2297 0.38
Ti -0.1213 0.0478 -0.0207 0.60
C -1.2617 -0.8103 -1.5838 1.24
H -0.7741 1.3782 5.0000 0.43
C -0.8495 -1.8179 -0.6210 0.45
C 0.0258 2.7892 -0.3619 0.33
H 3.1837 -1.0813 -1.2397 0.34
C 0.6020 -1.8647 -0.6167 0.82
C -0.0034 0.6485 -3.3735 -1.27
C 1.1376 -1.3463 3.5951 -0.97
H -2.6987 -2.1223 0.4396 0.33
P -0.2655 -0.2700 3.3649 1.09
H 1.0793 -2.2065 2.9202 0.12
C 1.0728 -0.9422 -1.6297 0.47
C -2.6608 -0.4053 -1.8705 -1.82
H 2.4592 -2.3928 0.3460 0.43
H -2.6215 -0.5365 3.5064 0.38
H -1.1740 4.2761 -1.4642 0.39
H 1.7972 1.6401 0.5023 0.38
C -1.7647 -1.0442 3.9788 -1.26
H -0.1171 2.1332 3.4950 0.29
H 1.0052 -3.0738 1.1125 0.30
H 0.1638 0.1149 -4.3206 0.35
O -0.5389 -0.0689 1.8596 -0.93
H 1.1734 -1.7068 4.6354 0.44
H -0.9388 1.2093 -3.4802 0.30
H -0.5581 2.9976 0.5410 0.37
H 0.8103 1.3792 -3.2812 0.35
H -1.8570 -0.9866 5.0765 0.47
H 2.7404 -1.3853 -2.9261 0.36
C -0.1176 4.0256 -1.2825 -1.45
H 0.9922 1.3027 4.6552 0.42
H 1.8645 3.3896 0.5385 0.46
H -1.9899 -3.5924 -0.2667 0.36
H 2.7335 0.2730 -2.2987 0.33
H -0.4778 1.9453 -0.8950 0.11
H -2.7299 0.6343 -2.2146 0.36
H 1.6070 -3.7558 -0.4137 0.33
H 2.0722 -0.7996 3.3859 0.40
C 1.4645 -2.8176 0.1510 -1.63
```

***

This record from the OMol25 dataset describes a structure of composition C16H33BCeN2OP2 in a non-equilibrium geometry. The level of theory is ωB97M-V/def2-TZVPD.

Results
Frontier orbital gap ... 6.15 eV
Relative energy (zero: lowest compared OMol25 entry of this formula, charge and spin) ... 9.3925 eV

Geometry as XYZ:
```
56
Properties=species:S:1:pos:R:3:mulliken_charge:R:1
H -1.5616 -3.2341 0.0463 0.35
H -4.3744 -1.4832 -0.7908 0.40
H -2.6283 0.1794 -3.0568 0.34
H -3.5062 -1.3112 0.7797 0.32
H 0.3960 3.0252 2.3462 0.20
P -1.9485 -1.1110 -1.0734 1.11
H -3.8421 3.5402 1.0185 0.54
H -1.5003 2.2017 -1.7675 0.33
H 2.6986 -5.2524 1.5210 0.34
H -2.3715 4.5206 0.9080 0.17
C -2.7608 3.4939 1.1551 -1.57
H -0.7547 5.3885 0.4374 0.01
H -2.5838 -3.4660 -1.4273 0.44
H 2.4583 -2.1479 -2.3902 0.41
C 1.8785 -3.4146 0.7450 0.01
H -0.8060 -3.2054 -1.5732 0.34
H 0.7546 1.6283 3.3985 0.32
H -3.2382 1.8913 -1.5095 0.24
H 1.3170 -3.1594 1.6495 0.37
H 3.5018 -0.3270 1.0721 0.33
B -1.0509 4.5565 1.3139 -0.07
O -1.5588 1.5376 0.7350 -0.42
H 2.0247 2.8698 3.0920 0.44
H 3.1670 2.0693 -0.6303 0.32
H 2.0184 3.3445 -0.1564 0.33
H -1.1600 4.8398 2.5090 0.03
H 3.8314 -4.2461 -2.5341 0.35
N -0.2614 1.9398 0.5215 -0.22
Ce 0.0007 -0.0216 -0.0059 -0.14
H -3.2153 -1.5188 -3.1779 0.41
C 2.5224 -2.8426 -1.5466 -0.29
H 0.1707 1.2404 -1.2815 -0.11
H 0.0504 4.9295 1.5525 0.03
H -1.4807 -1.1194 -3.4617 0.33
H -2.6915 3.5861 -1.5633 0.40
H 3.9524 -5.7950 -0.5748 0.35
C 1.8065 -2.5282 -0.3620 -0.14
N 1.0669 -1.4063 -0.2860 -0.39
H 2.5605 -0.4670 2.5853 0.31
C -3.5923 -0.9243 -0.2488 -1.18
H -2.5136 3.2612 2.2023 0.37
H -3.8849 0.1371 -0.1906 0.29
C -1.7114 -2.9390 -1.0050 -1.16
C 2.6478 -4.5752 0.6615 -0.59
C -2.3741 -0.8755 -2.8630 -1.33
H 3.8031 0.8351 2.4178 0.43
C 2.7048 2.5765 0.2325 -1.38
P 1.7324 1.3306 1.1912 1.32
C 3.0354 0.2432 1.8906 -1.15
C -0.6964 3.0949 0.8811 -0.16
C 1.1813 2.3144 2.6505 -1.19
C 3.2829 -4.0103 -1.6154 -0.53
C -2.4062 2.5677 -1.2430 -1.17
C 3.3519 -4.8811 -0.5153 -0.36
H 3.4884 3.0524 0.8495 0.38
C -2.1683 2.5301 0.2080 0.91
```

***

This record from the OMol25 dataset describes a cluster of 8 separate species, C16H33BO30S7 in total. The level of theory is ωB97M-V/def2-TZVPD.

Results
SMILES ... O=S1(=O)OCCO1.O=S1(=O)OCCO1.O=S1(=O)OCCO1.O=S1(=O)OCCO1.O=S1(=O)OCCO1.O=S1(=O)OCCO1.O=S1(=O)OCCO1.BCC(=O)O
Frontier orbital gap ... 10.79 eV

Geometry as XYZ:
```
87
Properties=species:S:1:pos:R:3:mulliken_charge:R:1
S -4.0199 9.8186 3.5369 1.09
H -3.0672 0.1767 1.8791 0.20
H 7.6983 7.2279 -2.0392 0.29
H -5.0813 -9.5796 0.1061 0.26
H -4.1661 -10.9332 -0.5945 0.34
O 5.1659 2.8502 1.8287 -0.48
O -6.6772 -9.7375 -3.7524 -0.55
O -7.2700 -10.2607 -1.4191 -0.30
H 9.2031 5.4165 -1.3977 0.30
H 5.1637 -1.4325 2.1322 0.30
C 0.4326 -1.6940 -0.3278 -0.24
H 1.1476 4.0168 -0.8616 -0.09
C 8.5252 5.2308 -2.2248 -0.33
H 9.0235 4.6234 -2.9827 0.29
O -6.8173 -7.9423 -2.0567 -0.55
H 0.8110 -2.3407 -1.1207 0.32
H -2.3847 7.4961 1.6570 0.30
H 3.2242 3.1127 0.7472 0.39
H -4.8126 7.5709 1.7830 0.31
C -2.4513 -7.3120 -2.9482 -0.08
H -6.2074 -12.0268 -1.3680 0.30
H -2.2300 7.5120 3.4302 0.30
H -3.8564 -6.1558 -1.7513 0.36
H -3.7131 1.1978 3.1873 0.28
S -2.0247 -1.9500 -0.5720 1.05
H -4.4049 6.4703 3.1221 0.25
C -5.0539 -10.3174 -0.6975 -0.32
C -2.8221 7.8590 2.5819 -0.28
O -1.2279 -7.9540 -2.5491 -0.35
O -1.4062 -0.7323 -1.3894 -0.37
S -1.1685 -8.0830 -0.9551 1.10
H 8.6086 6.9612 -3.5464 0.31
O -2.4402 -7.1766 -0.6257 -0.30
H -3.2118 -8.0795 -3.0978 0.09
O -4.8111 8.4319 3.6548 -0.34
H 7.4214 -0.5892 2.5152 0.30
O 3.6082 2.5428 -1.8617 -0.39
C -0.1048 -0.3887 -0.8697 0.19
O 7.3727 4.5193 -1.7503 -0.24
O -3.0153 -1.4718 0.3274 -0.57
O -5.0206 -9.6218 -1.9553 -0.25
C -2.8008 -6.4071 -1.7880 -0.31
C -6.3312 -11.1269 -0.7632 -0.36
O 6.7407 6.0772 -3.4584 -0.30
C 5.3961 -0.4449 1.7451 -0.02
O -2.8447 9.2958 2.5853 -0.33
O 6.9931 1.2435 1.6691 -0.31
O -2.1448 2.0206 2.1223 -0.31
O -1.8130 4.0417 0.7918 -0.53
H 4.8960 -0.2960 0.7858 0.05
S -2.5640 3.5403 1.8826 1.16
O 3.3009 0.5156 -0.9540 -0.59
C 2.5452 2.3960 0.3058 -0.22
O 5.9995 3.7556 -3.6439 -0.53
O -4.7987 10.7494 2.8082 -0.53
C 7.9514 6.5025 -2.8140 -0.37
O -0.7227 -2.3188 0.2668 -0.36
O 5.0364 5.2096 -1.8942 -0.56
O -4.0642 3.2653 1.4118 -0.32
S 5.8413 1.8620 2.5878 1.05
H 1.1989 -1.5518 0.4268 0.24
H 4.2257 3.1676 -1.4604 0.23
H -5.3080 1.6038 1.3880 0.35
C 6.8858 -0.1890 1.6523 -0.37
O -1.4696 -9.4171 -0.5794 -0.53
O -2.3214 -2.9958 -1.4799 -0.48
H 0.5093 0.0195 -1.6664 0.27
S 6.1267 4.8086 -2.7098 1.15
H -0.2308 0.3549 -0.0829 -0.14
B 1.2005 3.0300 -0.2062 0.44
O 0.0017 -7.4280 -0.4996 -0.55
O -3.4923 10.1370 4.8119 -0.53
O 4.9283 0.5534 2.6698 -0.30
O 6.3509 2.1399 3.8774 -0.56
H 2.3482 1.6073 1.0174 0.11
H -6.7098 -11.3933 0.2188 0.31
H 0.1941 2.4449 0.0335 -0.23
H 7.3224 -0.5744 0.7363 0.34
H -2.2080 -5.4919 -1.7948 0.27
C -4.2692 1.8537 1.1977 -0.29
C -4.2763 7.4746 2.7292 -0.24
C -3.3200 1.1888 2.1687 -0.21
S -6.5140 -9.2768 -2.4248 1.11
O -2.6068 4.2225 3.1262 -0.58
C 3.1926 1.7180 -0.8629 0.44
H -4.0174 1.6172 0.1628 0.25
H -2.2979 -6.7606 -3.8707 0.34
```